ORCA calculation (wB97M-V/def2-TZVPD) on the ion C5H11N3O with charge +2 at a distorted geometry.

The relative energy (zero: lowest compared OMol25 entry of this formula, charge and spin) comes out at 396.9 kJ/mol. Its HOMO-LUMO gap (spin up / spin down) is 7.3 / 7.3 eV. Its charge is +2. The value obtained for the HOMO energy (spin up / spin down) is -15.85 / -15.85 eV.

Each atom is followed by the atoms it is bonded to, with distances in Å.
CARTESIAN COORDINATES (ANGSTROEM)
1 O -2.805 0.013 1.796  C7 1.150
2 N -1.333 -1.552 -1.880  C9 1.512, H14 0.979, H16 1.006, H20 0.989
3 N -0.651 0.866 2.404  C5 1.382, C7 1.275, H10 1.007
4 N 0.773 0.522 0.543  C5 1.378, C6 1.483, C8 1.376
5 C 0.568 1.076 1.787  N3 1.382, N4 1.378, H11 1.081
6 C 2.060 0.974 -0.039  N4 1.483, H13 1.015, H15 1.071, H19 1.065
7 C -1.736 0.425 1.899  O1 1.150, N3 1.275
8 C -0.122 -0.294 -0.110  N4 1.376, C9 1.496, H18 1.041
9 C -0.168 -0.642 -1.564  N2 1.512, C8 1.496, H12 1.065, H17 1.048
10 H -0.511 1.025 3.388  N3 1.007
11 H 1.493 1.275 2.310  C5 1.081
12 H 0.788 -1.073 -1.752  C9 1.065
13 H 2.704 1.399 0.620  C6 1.015
14 H -1.279 -2.337 -1.297  N2 0.979
15 H 2.413 0.220 -0.713  C6 1.071
16 H -2.110 -0.913 -1.890  N2 1.006
17 H -0.011 0.178 -2.198  C9 1.048
18 H -0.641 -1.052 0.378  C8 1.041
19 H 1.851 1.647 -0.837  C6 1.065
20 H -1.284 -1.756 -2.847  N2 0.989